No. 1
90
Properties=species:S:1:pos:R:3:forces:R:3 method="wB97M-V/def2-TZVPD" charge=+1 spin_multiplicity=1 e_tot_ev=-120441.8725 max_force_ev_per_a=0.70
O 3.8495 -0.2936 1.7696 0.13 -0.05 -0.27
C 3.4675 -0.9844 0.8749 -0.18 0.16 0.51
O 2.8216 -0.4123 -0.1548 -0.07 0.29 -0.32
Cl 2.4214 -1.3764 -1.4769 -0.01 -0.12 0.02
C 3.5913 -2.4729 0.9396 -0.22 -0.56 0.09
C 4.7772 -3.0999 0.5800 -0.15 0.15 0.05
C 4.8900 -4.4565 0.7617 0.16 0.14 0.00
N 3.8721 -5.1422 1.2863 -0.22 -0.05 0.13
C 2.7168 -4.5679 1.6573 0.07 -0.16 0.01
C 2.5418 -3.2224 1.4930 0.36 0.57 -0.19
H 5.6039 -2.5432 0.1683 0.06 0.03 -0.03
H 5.7770 -5.0107 0.5036 -0.04 -0.18 0.00
H 3.9873 -6.1527 1.3745 0.14 -0.04 -0.17
H 1.9590 -5.2076 2.0776 -0.03 -0.12 0.04
H 1.6229 -2.7509 1.8058 -0.08 0.01 0.03
C 0.9198 5.0212 -1.4945 0.03 -0.09 0.08
C 2.1279 4.3465 -0.8283 -0.06 -0.02 0.00
C 1.6756 2.9527 -0.3713 0.14 0.13 -0.01
S 0.3601 2.4667 -1.5046 0.02 0.07 -0.12
O -0.8699 2.3439 -0.7613 -0.07 -0.06 0.05
O 0.7890 1.3656 -2.3376 0.07 -0.05 0.09
C 0.3293 3.9842 -2.4421 0.00 0.14 -0.02
H 1.1991 5.9273 -2.0282 0.01 0.01 0.00
H 0.1792 5.2931 -0.7402 -0.02 0.01 -0.01
H 2.9398 4.2524 -1.5517 -0.01 -0.01 -0.02
H 2.5037 4.9268 0.0128 0.01 0.00 0.00
H 2.4633 2.2061 -0.4213 -0.03 -0.05 0.01
H 1.2410 2.9662 0.6264 -0.06 -0.01 -0.02
H -0.6981 4.1918 -2.7298 -0.06 -0.04 -0.04
H 0.9532 3.8355 -3.3233 0.01 -0.03 0.01
C -5.2059 2.2969 -3.3659 0.01 0.10 -0.06
C -4.8085 2.6933 -4.7960 0.00 0.03 0.06
C -4.5938 4.2134 -4.8102 -0.01 -0.16 -0.10
S -4.0797 4.6492 -3.1426 -0.05 -0.30 0.05
O -5.0940 5.4845 -2.5482 -0.03 0.13 0.07
O -2.7007 5.0754 -3.1380 0.05 0.14 0.00
C -4.2132 3.0038 -2.4489 -0.06 -0.11 -0.06
H -5.1781 1.2193 -3.2187 -0.01 -0.01 0.00
H -6.2214 2.6321 -3.1455 -0.01 -0.03 0.03
H -3.8811 2.1877 -5.0711 0.02 0.00 0.01
H -5.5674 2.4041 -5.5205 0.00 0.00 -0.01
H -3.8182 4.5360 -5.4995 0.01 0.05 0.01
H -5.5145 4.7581 -5.0079 -0.01 0.03 0.06
H -4.5395 3.0889 -1.4150 0.03 0.06 0.02
H -3.2220 2.5517 -2.4881 0.02 0.01 0.03
C 2.9319 1.4303 5.0598 -0.09 -0.04 0.09
C 2.5329 1.6215 6.5318 -0.03 -0.06 -0.04
C 1.7041 0.3951 6.9431 0.03 0.16 0.03
S 2.2949 -0.9594 5.9170 0.13 0.01 0.00
O 1.2359 -1.3871 5.0313 -0.08 -0.08 -0.07
O 2.9961 -1.9340 6.7123 -0.05 -0.06 -0.02
C 3.4508 0.0007 4.9551 0.06 0.19 0.05
H 3.6832 2.1499 4.7396 0.00 0.01 0.02
H 2.0548 1.5530 4.4205 0.01 -0.01 -0.03
H 3.4300 1.6868 7.1494 0.01 -0.02 0.00
H 1.9649 2.5378 6.6806 0.00 0.01 0.01
H 1.8369 0.1109 7.9833 -0.02 -0.05 0.00
H 0.6453 0.5205 6.7263 -0.01 -0.04 -0.05
H 3.4526 -0.3964 3.9476 0.06 -0.05 -0.01
H 4.4335 -0.1095 5.4132 0.00 -0.01 0.02
C -8.1069 5.5835 -0.0998 0.00 -0.05 0.05
C -6.8465 4.9751 0.5279 0.08 -0.01 -0.04
C -7.2092 3.5771 1.0419 0.14 0.15 -0.01
S -8.5286 2.9934 -0.0343 0.03 0.02 0.00
O -9.7239 2.8129 0.7475 -0.03 -0.06 -0.01
O -8.0379 1.9228 -0.8685 0.01 -0.04 -0.04
C -8.6812 4.4946 -0.9984 0.03 0.13 -0.03
H -7.8781 6.4798 -0.6732 0.03 0.01 0.01
H -8.8255 5.8516 0.6773 -0.03 -0.02 -0.02
H -6.0754 4.8938 -0.2405 -0.01 0.06 -0.01
H -6.4501 5.5990 1.3272 0.00 -0.01 0.02
H -6.3876 2.8688 0.9709 -0.02 -0.06 0.02
H -7.5968 3.5883 2.0583 -0.10 -0.01 -0.03
H -9.7260 4.6282 -1.2677 -0.02 -0.07 0.02
H -8.0732 4.3636 -1.8936 0.01 0.00 -0.01
C 5.8362 -8.3560 -2.9252 0.00 -0.04 0.07
C 5.7712 -9.7922 -2.3846 -0.03 0.05 0.01
C 5.4270 -9.7058 -0.8911 0.07 -0.10 -0.13
S 4.4622 -8.2065 -0.7049 -0.09 -0.11 -0.01
O 5.1907 -7.2749 0.1490 0.05 0.04 0.02
O 3.0971 -8.4874 -0.3475 -0.04 0.08 0.04
C 4.5850 -7.6550 -2.4010 0.14 -0.04 -0.10
H 5.8722 -8.3317 -4.0120 0.00 -0.01 -0.01
H 6.7303 -7.8541 -2.5497 0.00 0.02 -0.01
H 4.9949 -10.3490 -2.9106 -0.02 0.01 0.00
H 6.7104 -10.3205 -2.5312 0.01 -0.01 0.00
H 4.8205 -10.5342 -0.5345 -0.02 0.01 0.05
H 6.3111 -9.5991 -0.2656 -0.01 0.07 0.02
H 4.6331 -6.5685 -2.4202 -0.03 0.00 0.06
H 3.6828 -7.9986 -2.9060 -0.02 -0.01 0.01

No. 2
12
Properties=species:S:1:pos:R:3:forces:R:3 method="wB97M-V/def2-TZVPD" spin_multiplicity=1 e_tot_ev=-31103.3400 max_force_ev_per_a=8.14
C 0.4046 0.3054 -0.0643 -2.16 2.24 -0.32
C 1.7620 0.8568 0.2016 3.52 -3.77 -1.56
C 0.0464 -0.9769 -0.2361 -2.05 -1.50 0.53
C -1.3746 -1.4204 -0.1682 1.07 -1.24 1.58
H -0.1722 2.0855 -0.1316 0.24 3.44 0.09
H -1.5500 1.0313 -0.3728 -0.07 -0.05 0.00
H 1.7326 2.1060 1.1587 0.63 -3.43 -2.84
H -1.3444 -2.5752 0.1224 -0.52 2.41 -0.98
N -0.5753 1.2267 -0.1752 1.06 -1.40 0.29
O 2.6451 0.0555 -0.3547 -3.30 6.39 3.81
S -2.8013 -0.5370 -0.0126 1.22 -1.37 -0.56
Cl 1.2270 -2.1577 0.0328 0.36 -1.73 -0.04

No. 3
10
Properties=species:S:1:pos:R:3:forces:R:3 method="wB97M-V/def2-TZVPD" charge=+1 spin_multiplicity=1 e_tot_ev=-9104.3798 max_force_ev_per_a=4.71
C 0.7310 -0.6793 0.8578 0.60 -1.19 -1.45
C -0.7476 -0.2077 0.5960 1.25 0.69 1.33
C 0.9933 -0.8357 2.0511 0.43 0.94 3.42
N -0.4043 1.3887 -3.6304 -0.10 0.25 -0.20
N -0.9433 0.4119 -0.4531 -3.95 1.08 0.13
N -0.4597 1.0291 -2.5822 -1.44 0.64 -0.65
N -0.2452 0.4946 -1.4985 4.33 -1.85 0.25
H 1.2389 -0.9000 -0.0848 0.13 0.16 0.07
H -1.2083 -0.0872 1.5537 -1.39 0.10 -0.51
H 1.0452 -0.6143 3.1904 0.13 -0.83 -2.39

No. 4
63
Properties=species:S:1:pos:R:3:forces:R:3 method="wB97M-V/def2-TZVPD" charge=+1 spin_multiplicity=1 e_tot_ev=-24947.9146 smiles=CCCCCCCCCCCCC[N+](C)(C)Cc1ccccc1 max_force_ev_per_a=0.99
C 2.4046 2.8534 5.1638 -0.18 -0.18 -0.06
H 2.4988 3.7714 4.5881 0.03 0.13 -0.02
C 2.0515 1.6844 4.2531 0.31 0.20 -0.03
C 3.1166 1.4552 3.1828 -0.44 -0.28 0.04
C 2.7644 0.2892 2.2626 0.37 0.31 -0.12
C 3.8178 0.0728 1.1783 -0.22 -0.29 0.04
C 3.5327 -1.1437 0.2957 -0.09 0.14 0.00
C 2.3077 -1.0024 -0.6114 0.31 0.04 -0.09
C 2.5443 -0.0453 -1.7792 -0.33 0.04 0.19
C 1.2684 0.2789 -2.5572 0.23 -0.28 -0.08
C 0.6800 -0.9395 -3.2669 -0.09 0.31 -0.05
C -0.4971 -0.6052 -4.1858 0.03 -0.07 0.20
H -0.8671 -1.5302 -4.6329 -0.04 0.00 -0.10
H -0.1412 0.0300 -4.9980 -0.04 -0.02 -0.06
C -1.6617 0.1254 -3.5024 -0.05 -0.11 -0.04
C -2.1756 -0.6873 -2.3177 0.83 -0.02 -0.54
H -1.4000 -0.7093 -1.5511 -0.17 -0.03 0.00
H -2.3667 -1.7113 -2.6470 -0.11 -0.01 0.15
N -3.4200 -0.1900 -1.6604 -0.02 -0.09 0.04
C -3.2773 1.2246 -1.2782 0.16 0.85 0.17
H -2.3929 1.3546 -0.6573 -0.02 -0.09 -0.06
H -4.1527 1.5464 -0.7170 -0.04 -0.13 -0.01
H -3.1884 1.8468 -2.1652 -0.01 -0.14 -0.04
C -4.5767 -0.3320 -2.5618 -0.64 -0.07 -0.57
H -5.4854 -0.0026 -2.0608 0.10 0.02 0.12
H -4.6988 -1.3720 -2.8589 0.12 -0.02 0.09
H -4.4380 0.2733 -3.4545 0.09 0.01 0.09
C -3.6826 -1.0238 -0.4328 0.03 -0.41 0.79
C -2.6077 -0.9501 0.6212 -0.03 0.00 -0.04
C -1.5692 -1.8775 0.6388 -0.08 0.02 0.06
C -0.5992 -1.8267 1.6246 0.01 -0.03 0.00
C -0.6597 -0.8546 2.6094 -0.04 -0.01 -0.02
C -1.6962 0.0638 2.6078 -0.01 0.06 0.03
C -2.6663 0.0154 1.6222 0.00 -0.09 -0.03
H -3.4846 0.7201 1.6498 -0.11 0.08 0.00
H -1.7573 0.8127 3.3816 0.00 0.08 0.09
H 0.0900 -0.8197 3.3829 0.10 0.01 0.09
H 0.1979 -2.5531 1.6282 0.10 -0.08 0.00
H -1.5284 -2.6599 -0.1055 0.00 -0.09 -0.11
H -3.8009 -2.0583 -0.7621 -0.04 0.14 -0.15
H -4.6304 -0.6856 -0.0084 0.01 0.03 -0.20
H -2.4423 0.2706 -4.2501 -0.05 0.10 0.01
H -1.3111 1.1037 -3.1762 -0.08 0.07 0.03
H 0.3796 -1.6890 -2.5335 0.04 -0.13 0.05
H 1.4608 -1.3902 -3.8813 0.03 -0.12 0.04
H 0.5413 0.7026 -1.8586 -0.08 0.12 0.03
H 1.4964 1.0426 -3.3037 -0.09 0.11 -0.03
H 3.2836 -0.4771 -2.4556 0.10 0.02 -0.04
H 2.9543 0.8906 -1.3978 0.10 0.03 -0.03
H 1.4547 -0.6558 -0.0224 -0.13 -0.02 -0.01
H 2.0595 -1.9912 -1.0027 -0.12 -0.04 0.02
H 3.3927 -2.0130 0.9427 0.09 -0.07 0.01
H 4.4057 -1.3397 -0.3300 0.04 -0.12 -0.01
H 4.7863 -0.0749 1.6600 0.06 0.08 -0.01
H 3.8963 0.9719 0.5652 0.08 0.09 0.00
H 1.7924 0.4867 1.8032 -0.09 -0.05 0.02
H 2.6736 -0.6236 2.8569 -0.08 -0.10 0.04
H 3.2291 2.3644 2.5875 0.08 0.06 -0.02
H 4.0751 1.2580 3.6666 0.10 0.05 0.00
H 1.9444 0.7786 4.8551 -0.08 -0.08 -0.02
H 1.0898 1.8788 3.7690 -0.07 -0.07 -0.02
H 1.6357 2.9984 5.9189 -0.01 0.09 0.11
H 3.3496 2.6692 5.6688 0.10 0.03 0.08

No. 5
15
Properties=species:S:1:pos:R:3:forces:R:3 method="wB97M-V/def2-TZVPD" spin_multiplicity=1 e_tot_ev=-10417.0166 smiles="OC[C@H]1CO1.C=O" max_force_ev_per_a=1.47
O 0.1566 0.4759 2.5370 -0.20 1.04 0.11
C 0.0659 1.3628 1.7251 -0.03 0.20 0.78
C 0.3451 -0.4939 0.0187 0.20 -0.24 -0.14
C 0.4350 0.4972 -1.1754 0.19 0.02 0.28
O -0.1304 -0.1118 -2.3074 0.14 -0.19 -0.09
C -0.8586 -1.3162 0.1379 -0.28 -0.13 0.10
O 0.3534 -1.8515 -0.3966 -0.01 -0.52 -0.36
H 0.8853 -0.4200 0.9782 0.13 0.15 -1.46
H -0.8588 1.9403 1.5897 -0.14 0.12 0.14
H 0.8902 1.6375 1.0331 -0.10 -0.01 0.36
H -0.1226 1.4396 -1.0479 0.11 -0.38 0.38
H 1.4824 0.7836 -1.3645 -0.07 -0.17 0.13
H 0.1570 -1.0381 -2.2575 -0.12 0.04 -0.15
H -1.6544 -1.2343 -0.5973 0.06 0.13 0.11
H -1.1460 -1.6712 1.1268 0.11 -0.06 -0.18

No. 6
50
Properties=species:S:1:pos:R:3:forces:R:3 method="wB97M-V/def2-TZVPD" charge=+2 spin_multiplicity=1 e_tot_ev=-42837.5307 max_force_ev_per_a=1.05
Ir -0.4298 0.2452 -0.0470 -0.27 0.96 0.01
S 3.6997 1.4324 -1.1615 0.00 -0.03 -0.07
C 3.7930 0.3835 0.1845 0.10 0.05 -0.10
C 2.5827 -0.1233 0.5562 -0.21 0.04 0.13
C 1.5318 0.3719 -0.2673 0.45 -0.59 0.75
C 2.0145 1.2017 -1.2512 -0.11 -0.07 0.14
C 1.0195 1.5846 -2.2038 -0.21 0.06 -0.29
C 1.1298 2.3407 -3.3587 0.04 0.02 -0.07
C 0.0217 2.5097 -4.1703 0.16 0.08 -0.05
C -1.1903 1.9340 -3.8172 -0.15 -0.10 0.07
C -1.2560 1.2114 -2.6471 0.02 0.16 0.00
N -0.1805 1.0393 -1.8617 -0.35 -0.10 -0.37
H 4.7567 0.2064 0.6362 -0.02 -0.02 0.04
H 2.4552 -0.7879 1.3994 0.01 0.01 0.01
H 2.0814 2.7833 -3.6183 0.01 0.00 0.02
H 0.1049 3.0922 -5.0782 -0.01 0.00 0.00
H -2.0732 2.0445 -4.4291 0.00 0.00 0.00
H -2.1772 0.7671 -2.2944 -0.02 0.00 -0.02
C 1.3651 -2.1570 -2.8095 -0.01 0.08 -0.02
C 1.0480 -2.9296 -1.5360 0.03 -0.16 0.02
Sb -0.6570 -2.2146 -0.5093 0.15 -0.16 -0.11
C -2.4355 -2.7348 -1.5493 -0.08 -0.04 -0.06
C -2.4959 -2.3267 -3.0172 0.09 0.01 -0.05
C -0.8074 -3.2082 1.3627 0.07 -0.01 0.06
C -1.2281 -4.6652 1.1749 -0.01 -0.02 0.01
H 2.2581 -2.5695 -3.2778 0.00 -0.01 0.00
H 1.5618 -1.1052 -2.5899 0.02 -0.09 -0.03
H 0.5562 -2.2112 -3.5383 0.00 -0.01 -0.01
H 1.8686 -2.8801 -0.8188 -0.02 0.03 0.01
H 0.8467 -3.9868 -1.7235 0.02 0.02 -0.08
H -3.2530 -2.3223 -0.9556 0.00 0.06 -0.04
H -2.4999 -3.8211 -1.4617 0.03 0.00 0.08
H -2.2532 -1.2775 -3.1798 -0.04 0.02 0.01
H -3.4972 -2.4997 -3.4100 0.00 -0.02 0.01
H -1.8053 -2.9170 -3.6190 0.00 0.00 0.01
H -1.5180 -2.6482 1.9700 -0.03 0.01 -0.03
H 0.1684 -3.1312 1.8439 0.01 0.02 -0.03
H -2.2261 -4.7498 0.7462 0.00 0.00 0.01
H -1.2470 -5.1653 2.1429 0.00 0.00 0.00
H -0.5328 -5.2164 0.5402 0.00 0.00 0.00
C -3.3464 0.8973 3.2334 -0.02 0.02 -0.05
C -2.4061 1.1139 2.1082 -0.09 -0.05 0.11
C -1.9942 2.5060 1.7861 -0.04 0.02 0.05
O -2.0101 0.1303 1.4542 0.41 -0.17 -0.05
H -4.2335 1.5206 3.0978 0.00 0.00 0.00
H -2.8743 1.2461 4.1561 0.01 -0.02 0.00
H -3.6232 -0.1482 3.3237 -0.01 0.00 0.01
H -1.7594 3.0531 2.6993 0.03 0.01 -0.01
H -2.8570 3.0091 1.3380 0.02 0.01 -0.02
H -1.1544 2.5615 1.0922 0.02 -0.01 -0.01